Record 1
{
  "formula": "C9H15O7Rb",
  "method": "the ωB97M-V functional and the def2-TZVPD basis",
  "elements": ["Rb", "C", "O", "H", "H", "H", "C", "C", "C", "O", "C", "O", "O", "H", "H", "H", "H", "H", "H", "C", "C", "C", "O", "C", "O", "O", "H", "H", "H", "H", "H", "H"],
  "coordinates": [[-0.26, 1.43, -4.42], [1.47, 1.39, -1.93], [1.35, 0.88, -3.23], [2.13, 0.82, -1.28], [1.83, 2.42, -1.98], [0.53, 1.31, -1.38], [1.35, -0.83, -0.40], [0.60, -0.94, 0.98], [1.25, -1.91, 2.03], [1.05, -1.17, 3.26], [0.92, 0.16, 2.90], [0.66, 1.02, 3.80], [0.69, 0.29, 1.67], [0.91, -0.13, -1.11], [1.52, -1.79, -0.89], [2.35, -0.42, -0.24], [-0.44, -1.25, 0.89], [2.33, -2.03, 1.93], [0.60, -2.79, 2.00], [-2.37, 0.81, 1.12], [-2.02, 0.55, -0.39], [-0.51, 0.59, -0.50], [-0.37, -0.42, -1.48], [-1.43, -1.17, -1.55], [-1.66, -2.08, -2.39], [-2.24, -0.78, -0.72], [-1.66, 0.42, 1.84], [-3.34, 0.48, 1.49], [-2.58, 1.83, 1.46], [-2.47, 1.26, -1.08], [-0.07, 0.52, 0.50], [-0.15, 1.54, -0.89]],
  "gap_ev": 6.48,
  "e_lumo_ev": -0.538,
  "e_above_lowest_kcal_mol": 255.7,
  "charge": 0,
  "e_tot_ha": -902.254033,
  "homo_ev": -7.017
}

***

Record 2
{
  "formula": "C11H17CoN2S8",
  "method": "the ωB97M-V functional and the def2-TZVPD basis",
  "elements": ["Co", "C", "C", "S", "C", "C", "S", "C", "C", "S", "H", "H", "H", "H", "H", "H", "H", "H", "H", "H", "H", "H", "S", "S", "S", "S", "C", "C", "C", "C", "N", "C", "S", "N", "H", "H", "H", "H", "H"],
  "coordinates": [[0.81, 0.53, 0.95], [0.00, -3.86, 0.24], [-1.38, -3.60, 0.83], [-1.78, -1.88, 1.30], [-3.05, -1.45, 0.05], [-2.75, -0.16, -0.71], [-1.10, -0.05, -1.44], [-1.24, -1.37, -2.71], [-0.97, -2.83, -2.31], [0.52, -2.99, -1.28], [0.77, -3.54, 0.96], [0.10, -4.93, 0.07], [-2.17, -3.96, 0.17], [-1.44, -4.17, 1.76], [-3.15, -2.30, -0.62], [-3.99, -1.33, 0.60], [-3.49, -0.03, -1.51], [-2.79, 0.69, -0.04], [-2.26, -1.29, -3.12], [-0.54, -1.05, -3.48], [-1.81, -3.27, -1.79], [-0.79, -3.41, -3.22], [1.55, -0.31, 2.92], [3.46, -0.92, 2.78], [4.01, -0.97, 0.66], [2.56, -0.08, -0.40], [3.49, 3.02, 0.58], [2.07, 3.49, 0.67], [1.73, 4.82, 0.44], [0.39, 5.15, 0.59], [-0.55, 4.29, 0.96], [-0.15, 3.02, 1.16], [-1.21, 1.80, 1.67], [1.13, 2.60, 0.98], [4.17, 3.86, 0.59], [3.63, 2.43, -0.32], [3.70, 2.35, 1.42], [2.47, 5.55, 0.17], [0.04, 6.17, 0.41]],
  "gap_ev": [5.52, 5.65],
  "e_lumo_ev": [2.467, 2.464],
  "e_above_lowest_kcal_mol": 3.4,
  "s2": 3.77,
  "charge": -1,
  "multiplicity": 4,
  "e_tot_ha": -5107.268718,
  "homo_ev": [-3.056, -3.183]
}